[1]
Formula: C25H18AlCl5F6N3O3
Source: the Open Molecules 2025 dataset
Level of theory: ωB97M-V/def2-TZVPD

```
61
Properties=species:S:1:pos:R:3:forces:R:3:nbo_charge:R:1
Al 0.165727 0.369324 0.093702 0.0 0.3 0.1 1.77
Cl 3.132637 0.912513 -0.253302 0.0 0.0 0.0 0.07
C 2.794166 -0.044346 1.155696 0.0 0.0 -0.1 -0.02
C 1.462260 -0.361002 1.386523 -0.1 0.0 0.0 -0.63
C 1.199446 -1.170534 2.482167 0.0 -0.1 0.1 0.08
Cl -0.441000 -1.664524 2.784235 0.0 0.0 0.0 0.01
C 2.200138 -1.622841 3.338835 0.0 0.0 0.0 -0.14
Cl 1.829844 -2.616565 4.689997 0.0 0.0 0.0 0.07
C 3.523034 -1.256872 3.084759 0.0 0.0 0.0 -0.06
Cl 4.776615 -1.788812 4.127213 0.0 0.0 0.0 0.08
C 3.830510 -0.466217 1.978402 0.0 0.0 0.0 -0.10
Cl 5.454154 -0.025368 1.642112 0.0 0.0 0.0 0.07
F -5.778237 -2.219132 1.275101 0.0 0.0 0.0 -0.32
C -5.478562 -1.015860 0.749327 0.0 0.0 0.0 0.33
C -4.182514 -0.598099 0.758558 0.0 0.0 0.0 -0.19
C -3.860079 0.667357 0.259114 0.0 0.0 0.0 -0.07
C -2.475956 1.088087 0.217054 0.1 0.0 -0.1 0.52
O -1.591483 0.293776 0.660028 0.0 -0.1 0.0 -0.75
C -2.203317 2.355002 -0.336576 0.0 0.0 0.0 -0.31
C -3.245511 3.118279 -0.784467 0.0 0.0 0.0 0.18
N -4.534698 2.745455 -0.738885 0.0 0.0 0.0 -0.32
C -5.553741 3.614831 -1.294062 0.0 0.0 0.0 -0.08
C -5.479742 5.080024 -1.011078 0.0 0.0 0.0 -0.40
C -6.548110 4.249236 -0.364860 0.0 0.0 0.0 -0.43
C -4.872244 1.494508 -0.241364 0.0 0.0 0.0 0.19
C -6.190455 1.024143 -0.275684 0.0 0.0 0.0 -0.28
C -6.512203 -0.228919 0.211633 0.0 0.0 0.0 0.20
N -7.854916 -0.671675 0.128169 0.0 0.0 0.0 -0.49
C -8.171029 -2.095441 0.139179 0.0 0.0 0.0 -0.23
C -9.636707 -2.258194 -0.298597 0.0 0.0 0.0 -0.24
N -10.035719 -1.036967 -1.073867 0.0 0.0 0.0 -0.49
C -10.097623 0.173219 -0.176150 0.0 0.0 0.0 -0.22
C -8.895786 0.109139 0.777158 0.0 0.0 0.0 -0.24
C -0.811428 2.936027 -0.475037 0.0 0.0 0.0 0.81
O -0.694411 4.085361 -0.824650 0.0 0.0 0.0 -0.59
O 0.171837 2.130768 -0.188499 0.0 -0.1 0.0 -0.86
H -3.398289 -1.230845 1.153722 0.0 0.0 0.0 0.28
H -3.026022 4.087916 -1.211019 0.0 0.0 0.0 0.26
H -5.888801 3.303391 -2.275969 0.0 0.0 0.0 0.23
H -5.751716 5.748052 -1.814541 0.0 0.0 0.0 0.24
H -4.680970 5.435632 -0.375752 0.0 0.0 0.0 0.24
H -7.567675 4.354007 -0.709557 0.0 0.0 0.0 0.22
H -6.432550 4.042256 0.690733 0.0 0.0 0.0 0.23
H -6.966121 1.633211 -0.717909 0.0 0.0 0.0 0.23
H -8.057865 -2.562580 1.120200 0.0 0.0 0.0 0.23
H -7.507011 -2.609246 -0.554025 0.0 0.0 0.0 0.23
H -10.319229 -2.319668 0.546817 0.0 0.0 0.0 0.23
H -9.779921 -3.133796 -0.926681 0.0 0.0 0.0 0.25
H -10.926929 -1.176979 -1.548550 0.0 0.0 0.0 0.44
H -9.321560 -0.866492 -1.784447 0.0 0.0 0.0 0.44
H -11.051315 0.147895 0.347121 0.0 0.0 0.0 0.23
H -10.065842 1.047422 -0.823328 0.0 0.0 0.0 0.23
H -9.186711 -0.339251 1.734723 0.0 0.0 0.0 0.21
H -8.542937 1.115101 0.986685 0.0 0.0 0.0 0.25
F -0.834430 -1.814296 -1.328663 0.0 0.0 0.0 -0.35
C -0.200101 -0.622250 -1.635150 0.0 -0.1 0.0 0.16
F -1.134699 0.113280 -2.357950 0.0 0.0 0.0 -0.36
C 0.913384 -0.983408 -2.613432 0.0 0.0 0.0 0.91
F 1.472127 0.132260 -3.098399 0.0 0.0 0.0 -0.31
F 1.857416 -1.687841 -1.974308 0.0 0.0 0.0 -0.31
F 0.480169 -1.715252 -3.644505 0.0 0.0 0.0 -0.31
```
Forces are in eV/Å.

Summary:
DFT total energy, a.u.: -4495.965611
HOMO, eV: -10.333
Lowest unoccupied orbital energy, eV: -3.63
Net charge: +1
Frontier orbital gap, eV: 6.700
ΔE to the lowest compared entry with this formula, charge and spin, kJ/mol: 0.00



[2]
Formula: C25H18BrClHfN6O7S2
Source: the Open Molecules 2025 dataset
Level of theory: ωB97M-V/def2-TZVPD

```
61
Properties=species:S:1:pos:R:3:forces:R:3:nbo_charge:R:1
Hf -1.029863 0.732928 0.395938 0.3 -0.2 0.3 2.46
O 0.429509 -2.610923 5.612453 0.0 0.0 0.0 -0.59
C 0.036493 -1.834896 4.618419 0.0 0.0 0.0 0.43
C -0.274175 -0.476054 4.755193 0.0 0.0 0.0 -0.31
C -0.665828 0.229939 3.646233 0.0 0.0 0.0 0.11
N -0.758003 -0.330364 2.423380 0.0 0.0 0.1 -0.66
C -0.468194 -1.630401 2.331169 0.0 0.0 0.0 0.19
Br -0.670994 -2.277980 0.558363 0.0 0.0 0.0 0.23
C -0.077071 -2.439187 3.356332 0.0 0.1 0.0 -0.31
H 0.505617 -2.135009 6.451310 0.0 0.0 0.0 0.51
H -0.207554 0.020023 5.713827 0.0 0.0 0.0 0.26
H -0.921616 1.278933 3.713063 0.0 0.0 0.0 0.24
H 0.145267 -3.487428 3.222115 0.0 0.0 0.0 0.28
O 3.916853 -0.361537 -2.865410 -0.1 0.0 0.0 -0.64
C 2.852720 -0.528393 -3.638414 0.1 0.0 0.0 0.78
O 2.928282 -0.845888 -4.787773 0.0 0.0 0.0 -0.52
C 1.499880 -0.304473 -3.017965 0.0 0.0 0.0 -0.23
C 0.284124 -0.434488 -3.705755 0.1 -0.1 0.0 0.21
Cl -0.037955 -0.834761 -5.302027 0.0 0.0 0.0 0.20
N -0.718873 -0.179116 -2.846507 0.0 0.1 -0.1 -0.16
N -0.225570 0.130099 -1.636490 -0.1 -0.1 0.1 -0.43
C 1.109845 0.056322 -1.731397 -0.1 0.1 0.0 0.07
C 1.838082 0.433020 -0.478279 0.0 0.1 0.0 0.79
O 3.028458 0.409963 -0.358749 0.0 0.0 0.0 -0.51
O 0.980669 0.813929 0.472218 -0.1 0.0 -0.1 -0.86
C -2.139257 -0.156237 -3.077124 0.0 0.0 0.0 0.06
C -2.732682 1.028037 -3.482278 0.0 0.0 0.0 -0.22
C -4.107805 1.051871 -3.656657 0.0 0.0 0.0 -0.18
C -4.858653 -0.095633 -3.432482 0.0 0.0 0.0 -0.17
C -4.242846 -1.275988 -3.038651 0.0 0.0 0.0 -0.20
C -2.868633 -1.312082 -2.857467 0.0 0.0 0.0 -0.16
H 3.708439 -0.110576 -1.943975 0.0 0.0 0.0 0.51
H -2.126514 1.906900 -3.667996 0.0 0.0 0.0 0.23
H -4.592004 1.962739 -3.982034 0.0 0.0 0.0 0.24
H -5.929502 -0.072536 -3.582179 0.0 0.0 0.0 0.24
H -4.828815 -2.171704 -2.886080 0.0 0.0 0.0 0.24
H -2.367864 -2.229909 -2.574960 0.0 0.0 0.0 0.22
N -8.454033 0.713245 3.865636 0.0 0.0 0.0 -0.73
C -7.333503 0.906781 3.155439 0.0 0.0 0.0 0.26
C -7.022908 2.188680 2.645554 0.0 0.0 0.0 -0.26
C -5.887988 2.393076 1.912634 0.0 -0.1 0.0 -0.12
C -5.025423 1.308753 1.671276 -0.1 -0.1 0.1 -0.43
C -5.309035 0.028395 2.174917 -0.1 0.0 0.0 -0.12
C -6.449919 -0.168478 2.902873 0.1 0.0 0.0 -0.28
S -3.597239 1.551594 0.827188 0.0 0.3 -0.1 2.25
O -3.121659 0.265675 0.151059 0.0 0.0 -0.1 -1.00
O -2.371322 1.820705 1.701070 -0.1 -0.1 -0.1 -1.00
N -3.818112 2.712916 -0.155178 0.0 0.0 0.0 -0.86
C -2.705794 3.150398 -0.793521 0.1 0.0 0.0 0.26
S -2.796029 4.494582 -1.844167 0.0 0.0 0.0 0.55
C -1.116390 4.340355 -2.202710 0.0 0.0 0.0 -0.42
C -0.581701 3.307526 -1.533445 0.0 0.0 0.0 -0.04
N -1.477842 2.612402 -0.722956 0.0 0.0 -0.1 -0.72
H -9.097217 1.466313 4.037151 0.0 0.0 0.0 0.41
H -8.699365 -0.195420 4.217354 0.0 0.0 0.0 0.41
H -7.698953 3.012728 2.830686 0.0 0.0 0.0 0.24
H -5.660171 3.369358 1.510943 0.0 0.0 0.0 0.25
H -4.646733 -0.801493 1.966988 0.0 0.0 0.0 0.23
H -6.689769 -1.154137 3.278790 0.0 0.0 0.0 0.24
H -0.619041 5.026405 -2.868024 0.0 0.0 0.0 0.28
H 0.454380 3.006302 -1.562521 0.0 0.0 0.0 0.24
```
Forces are in eV/Å.

Summary:
DFT total energy, a.u.: -5697.010839
HOMO, eV: -13.729
Lowest unoccupied orbital energy, eV: -6.15
Net charge: +2
Frontier orbital gap, eV: 7.584
ΔE to the lowest compared entry with this formula, charge and spin, kJ/mol: 65.88



[3]
Formula: C25H18ClINO2Re
Source: the Open Molecules 2025 dataset
Level of theory: ωB97M-V/def2-TZVPD

```
49
Properties=species:S:1:pos:R:3:forces:R:3:mulliken_spin:R:1
Re -0.338186 0.897269 0.391665 0.3 0.1 0.6 2.73
Cl -3.645086 -4.783631 2.564065 -0.2 -0.2 0.0 0.00
C -2.882286 -3.249131 2.492665 0.2 0.5 0.2 0.04
C -2.664986 -2.536031 3.654865 -0.2 -0.7 -0.5 -0.03
C -2.049086 -1.290431 3.629565 0.6 1.2 -0.6 0.04
I -1.622286 -0.235431 5.385665 -0.2 -0.2 -0.3 0.00
C -1.657786 -0.697931 2.416565 -1.2 -2.5 0.5 0.00
O -1.152486 0.470569 2.302865 1.5 2.3 -1.4 0.08
C -1.807886 -1.481031 1.228865 -0.2 0.1 1.1 -0.08
N -1.252586 -0.936131 0.103165 -0.2 -0.4 -0.4 -0.04
C -1.354686 -1.626231 -1.035935 0.2 0.2 -0.2 0.04
C -2.015786 -2.847331 -1.116935 -0.1 -0.1 0.2 -0.02
C -2.559586 -3.418431 0.013765 0.2 0.3 -0.1 0.04
C -2.443886 -2.745031 1.238565 0.1 0.1 0.3 0.00
H -2.975086 -2.959231 4.597465 0.0 -0.1 0.1 0.00
H -0.875086 -1.195231 -1.906835 0.0 0.0 0.0 -0.03
H -2.072986 -3.352831 -2.066135 0.0 0.0 -0.1 0.00
H -3.053686 -4.374331 -0.024035 -0.1 -0.1 0.0 0.00
C -3.077286 1.396069 -1.173435 -0.1 0.1 -0.2 0.00
C -1.733386 1.941569 -0.802735 0.2 -0.4 0.7 -0.08
O -1.381786 3.079769 -0.931235 0.2 0.2 0.0 0.10
H -3.606786 2.105269 -1.807135 0.0 0.0 0.0 0.00
H -3.641086 1.265969 -0.247635 0.0 -0.1 0.1 0.00
H -3.009886 0.431369 -1.670335 0.0 0.0 0.0 0.00
C 2.437614 2.828569 3.485665 -0.3 0.1 0.0 0.02
C 3.634214 2.543469 2.838865 -0.1 -0.1 -0.1 0.00
C 3.635814 2.159569 1.511965 -0.3 0.0 -0.2 0.01
C 2.436514 2.080869 0.796965 -0.1 0.2 0.4 0.02
C 1.237714 2.509569 1.424165 0.1 -0.3 -0.5 0.07
C 1.248614 2.847669 2.771965 0.0 0.0 0.5 -0.01
C 2.391014 1.448469 -0.497635 -0.7 -0.3 -0.4 0.23
C 1.254614 0.839669 -0.976335 0.4 0.7 1.0 -0.18
C 1.428714 0.125069 -2.241435 -0.3 -0.3 -0.6 0.02
C 0.565014 0.343569 -3.321335 0.2 0.0 0.4 -0.01
C 0.839814 -0.215231 -4.555835 0.0 -0.1 -0.1 0.01
C 1.954714 -1.024531 -4.726435 0.0 0.0 0.1 -0.01
C 2.777514 -1.303731 -3.643935 0.0 0.0 -0.2 0.01
C 2.522014 -0.733731 -2.414135 -0.3 0.1 0.1 -0.01
H 2.440814 3.081569 4.533765 0.0 0.1 0.1 0.00
H 4.564814 2.597869 3.380565 0.1 0.0 0.1 0.00
H 4.556514 1.893869 1.017165 0.1 -0.1 0.0 0.00
H 0.414614 2.926069 0.803365 0.1 0.0 -0.1 0.01
H 0.331314 3.138869 3.260365 -0.1 0.1 0.0 0.00
H 3.313614 1.414569 -1.069435 0.0 0.0 0.0 0.00
H -0.284186 1.001869 -3.188135 -0.1 0.1 -0.1 -0.01
H 0.193614 -0.007631 -5.393035 -0.1 0.0 -0.1 0.00
H 2.184614 -1.441831 -5.694835 0.0 0.0 -0.1 0.00
H 3.633214 -1.951231 -3.765435 0.0 -0.1 0.0 0.00
H 3.160814 -0.962731 -1.574235 0.1 0.0 0.1 0.00
```
Forces are in eV/Å.

Summary:
DFT total energy, a.u.: -2004.581828
2S+1: 4
HOMO (alpha / beta), eV: -10.788 / -10.996
<S²>: 3.814
Lowest unoccupied orbital energy (alpha / beta), eV: -4.16 / -4.91
Net charge: +1
Frontier orbital gap (alpha / beta), eV: 6.631 / 6.090



[4]
Formula: C25H19BrFIN7O6S2V
Source: the Open Molecules 2025 dataset
Level of theory: ωB97M-V/def2-TZVPD

```
63
Properties=species:S:1:pos:R:3:forces:R:3:mulliken_spin:R:1
V 0.167035 0.789706 0.962657 0.2 0.9 -0.4 2.80
C -5.375773 -1.962047 0.068314 0.0 0.0 0.0 0.00
S -4.435673 -1.428150 1.505602 0.0 -0.1 0.0 0.00
C -2.746727 -1.547167 0.925743 0.3 0.4 0.0 0.00
S -2.357839 -1.950769 -0.676055 0.0 -0.1 0.0 0.00
N -1.945034 -1.204464 1.892433 -0.1 0.0 -0.1 0.00
N -0.613444 -1.008771 1.564272 -0.4 -0.5 0.2 -0.07
C 0.204554 -1.938582 1.882794 0.1 -0.1 0.0 0.08
C 1.632305 -1.673866 1.737750 -0.1 0.0 0.0 0.03
C 2.594570 -2.638993 2.008624 0.0 0.0 0.0 0.01
C 3.929467 -2.304853 1.864750 0.0 -0.1 0.0 0.01
C 4.262926 -1.023081 1.457765 0.0 0.1 0.0 0.02
C 3.244873 -0.121177 1.192318 0.0 -0.1 0.0 0.03
N 1.957976 -0.435700 1.323402 0.1 0.0 0.0 -0.01
H -6.422034 -1.943147 0.376800 0.0 0.0 0.0 0.00
H -5.220607 -1.287183 -0.770250 0.0 0.0 0.0 0.00
H -5.089314 -2.968312 -0.227239 0.0 0.0 0.0 0.00
H -0.153981 -2.888309 2.267523 0.0 0.0 0.0 0.00
H 2.283784 -3.628843 2.311752 0.0 0.0 0.0 0.00
H 4.701804 -3.036199 2.066621 0.0 0.0 0.0 0.00
H 5.292788 -0.717832 1.338003 0.0 0.0 0.0 0.00
H 3.456737 0.874842 0.832280 0.0 0.1 0.0 0.00
Br 0.274536 3.486621 -1.946765 0.0 -0.1 0.0 0.00
C 1.409665 3.632622 -0.438283 0.0 0.0 0.0 0.02
C 2.413834 4.583381 -0.512835 0.1 0.0 0.0 0.00
C 3.192957 4.795526 0.610653 0.0 0.0 0.0 0.01
C 2.904470 4.088263 1.764400 0.0 0.0 0.0 0.00
C 1.883462 3.155962 1.734165 0.0 -0.1 0.0 0.04
N 1.168498 2.888088 0.627948 0.0 0.0 0.0 0.03
C 1.487886 2.397140 3.004751 0.1 -0.1 0.0 -0.01
O 2.060601 2.704392 4.044644 0.0 0.0 0.0 0.01
O 0.580406 1.527286 2.832142 0.0 -0.1 0.3 -0.06
H 2.564151 5.133847 -1.428811 0.0 0.0 0.0 0.00
H 3.994353 5.523184 0.586362 0.0 0.0 0.0 0.00
H 3.427498 4.229847 2.698802 0.0 0.0 0.0 0.00
I -2.479637 2.375709 3.362891 0.0 0.0 0.0 0.00
C -2.887936 2.060439 1.343671 0.0 0.0 0.0 0.04
C -4.167350 2.360824 0.904070 0.0 0.0 0.0 -0.01
C -4.483550 2.126544 -0.422684 0.0 0.0 0.0 0.01
C -3.514168 1.597445 -1.251855 0.0 0.0 0.0 0.00
C -2.261675 1.335432 -0.727678 0.0 0.0 0.0 0.02
N -1.930142 1.574718 0.554939 0.0 -0.1 -0.2 0.03
H -4.894761 2.747756 1.601104 0.0 0.0 0.0 0.00
H -5.478815 2.340934 -0.791732 0.0 0.0 0.0 0.00
H -3.712684 1.360725 -2.287450 0.0 0.0 0.0 0.00
H -1.485491 0.901798 -1.339155 0.0 0.0 0.0 0.00
F 1.163365 -4.571166 -0.418598 0.0 0.0 0.1 0.00
C 0.697307 -3.797119 -1.411276 0.0 0.1 0.0 -0.01
C 1.277137 -2.634129 -1.709880 0.0 0.0 0.0 0.01
N 0.816770 -1.820959 -2.718277 0.0 0.0 0.0 0.00
C 1.508532 -0.565697 -2.976277 0.0 0.0 0.0 0.00
C 1.567680 0.355672 -1.747166 0.0 0.1 -0.1 0.02
O 2.598117 1.011088 -1.580793 0.0 0.0 0.1 0.01
O 0.505435 0.377299 -1.052506 0.0 -0.3 0.0 -0.04
C -0.312950 -2.142725 -3.438070 -0.1 0.1 0.1 0.00
O -0.798283 -1.427713 -4.293158 0.1 -0.1 0.0 0.00
N -0.850733 -3.379773 -3.130822 0.0 0.0 -0.1 0.00
C -0.468962 -4.273067 -2.136231 0.0 0.0 -0.1 0.00
O -1.043414 -5.324330 -1.961664 0.0 0.0 0.0 0.00
H 2.140705 -2.276678 -1.164314 0.0 0.0 0.0 0.00
H 0.956563 -0.057675 -3.764861 0.0 0.0 0.0 0.00
H 2.523758 -0.763472 -3.320756 0.0 0.0 0.0 0.00
H -1.715529 -3.595143 -3.604506 0.0 0.0 0.0 0.00
```
Forces are in eV/Å.

Summary:
DFT total energy, a.u.: -6511.050669
2S+1: 4
HOMO (alpha / beta), eV: -4.245 / -4.841
<S²>: 3.764
Lowest unoccupied orbital energy (alpha / beta), eV: 2.30 / 2.11
Net charge: -1
Frontier orbital gap (alpha / beta), eV: 6.546 / 6.956
ΔE to the lowest compared entry with this formula, charge and spin, kJ/mol: 25.31